a | The following is a DFT calculation (the ωB97M-V functional and the def2-TZVPD basis) of a 2-piece molecular cluster, C17H19N overall.

The geometry in ORCA input format:
```
! RIJCOSX wB97M-V def2-TZVPD def2/J DEFGRID3
* xyz 0 1
C -1.1152 -2.7872 -1.3898
H 2.2972 -4.1653 1.3295
H -0.6040 -2.2470 -2.1697
H -2.1543 4.7741 -1.1679
C 0.7567 -3.9170 -0.0417
C -1.1846 -1.3244 1.5211
C -0.6136 2.7865 -3.3834
H 0.2526 -0.6594 4.5009
H 1.6829 -2.6402 3.7382
H -2.0077 -1.0339 0.8874
C 0.7853 -2.6494 1.8601
H 1.1121 1.5259 -2.9160
H 1.0812 -4.5149 -0.8712
C 0.7677 1.3666 -0.1325
H -1.4973 -3.6306 -1.9540
H 1.9381 1.9286 1.6232
C 0.0554 -1.2077 3.6012
H -2.2371 4.3146 -3.3655
C 0.2897 2.1166 -2.5608
H 2.3286 2.7706 0.0657
C -0.3090 -2.3041 1.0272
H 2.9578 1.1780 0.3204
C -0.7183 3.2086 -0.6330
H 1.0215 0.4132 -0.6367
N 1.3491 -3.7952 1.2171
C -0.3123 -3.0969 -0.1734
C 0.2050 2.2872 -1.1441
H -1.7543 -0.0465 3.0501
H -1.9812 -2.2373 -1.0054
C -0.9962 -0.7896 2.7980
H -0.6203 2.6086 -4.4420
C 0.9617 -2.1290 3.1149
C -1.4526 4.0154 -1.4853
C 2.1034 1.8316 0.5492
H 0.0988 1.0786 0.6578
C -1.5368 3.6723 -2.8174
H -0.9500 3.2989 0.4277
*
```

Calculated values
- frontier orbital gap (eV) = 8.7
- SMILES = Cc1c[nH]c2ccccc12.CCc1ccccc1
- HOMO energy (eV) = -7.88
- E_LUMO (Eh) = 0.02998

Here are the Löwdin charges for atoms 1 to 5, given in e: atom 1 (C): -0.042, atom 2 (H): 0.149, atom 3 (H): 0.072, atom 4 (H): 0.099, atom 5 (C): -0.069

***

b | The following is a DFT calculation (the ωB97M-V functional and the def2-TZVPD basis) of a 2-piece molecular cluster, C17H19N overall.

The geometry in ORCA input format:
```
! RIJCOSX wB97M-V def2-TZVPD def2/J DEFGRID3
* xyz 0 1
C 1.8614 0.3343 -1.2334
C 1.2735 2.3786 0.0843
H 2.4656 4.2119 -0.1051
H -1.2489 -2.1840 1.2678
H 0.7756 0.8693 2.7607
C 0.8350 -0.0475 2.1938
H 0.0096 -1.2659 3.7802
C 0.5370 -1.2817 2.7795
H -3.1603 2.0265 0.4203
H 2.2821 -1.6417 -1.7355
C -2.3674 -0.0169 0.3182
H -1.1225 -3.1368 -0.0515
H -2.0815 0.6131 -3.4791
C -1.7335 -0.9611 -0.5118
C -2.5343 1.4944 -1.5631
H 0.8425 2.5646 1.0422
H 1.5717 -3.5957 0.4120
C 0.7256 -2.4696 2.1149
C 1.3527 -0.1355 0.9313
N 2.2745 -1.0294 -0.9386
H -1.2369 -1.4121 -2.5636
C 1.5249 0.8730 -0.0594
H -2.7841 -0.2094 1.2844
C 1.6427 -1.4016 0.2699
C -1.6761 -2.2703 0.2874
C 1.3651 -2.6367 0.8691
H 0.3090 2.5183 -0.4946
H 0.3987 -3.4112 2.5614
H 3.3190 2.9380 -0.1879
H 2.0327 3.4941 -1.6261
C -1.6025 -0.7130 -1.8530
C -2.5888 1.2474 -0.1841
C 2.3597 3.2070 -0.6053
H -2.7247 2.5005 -1.8736
H -2.7149 -2.6076 0.3406
C -2.1317 0.4884 -2.3963
H 1.9493 0.6683 -2.2559
*
```

Calculated values
- frontier orbital gap (eV) = 8.6
- SMILES = CCc1c[nH]c2ccccc12.Cc1ccccc1
- HOMO energy (eV) = -7.73
- E_LUMO (Eh) = 0.03193

Here are the Löwdin charges for atoms 1 to 5, given in e: atom 1 (C): -0.033, atom 2 (C): -0.193, atom 3 (H): 0.074, atom 4 (H): 0.031, atom 5 (H): 0.112

***

c | The following is a DFT calculation (the ωB97M-V functional and the def2-TZVPD basis) of a 2-piece molecular cluster, C17H19N overall.

The geometry in ORCA input format:
```
! RIJCOSX wB97M-V def2-TZVPD def2/J DEFGRID3
* xyz 0 1
C -2.1221 0.8295 -3.9774
C 2.9299 -0.4180 3.2221
C -3.7752 -1.4989 -0.8795
C 3.3949 0.4452 2.1292
H 2.0741 1.3120 -0.9072
H 3.7052 -1.2551 3.3999
H -1.3180 -2.9984 -2.3710
H -2.9293 -3.4011 -0.4808
C -5.0833 -1.6125 -0.0307
N -2.0712 -2.3472 -2.0660
C -3.3563 -0.5565 -1.7881
C -1.6855 -0.4439 -3.7020
H 5.3848 1.0240 2.9448
H -0.9144 -0.8823 -4.2961
C -2.1882 -1.0484 -2.5537
C 2.7189 1.2754 -0.1031
H -1.7884 1.3708 -4.9689
C 4.9423 1.7670 0.8829
H 1.7634 0.8004 4.5500
C 2.4750 0.5568 1.0870
H -5.8527 -0.8800 -0.2598
C 3.8924 1.8705 -0.1155
H 4.0522 2.7684 -0.6751
H -4.7218 -1.4246 0.9463
H -4.4929 1.3827 -1.5683
C -3.7137 0.7570 -2.0993
C -3.0428 1.5468 -3.1574
H -5.5249 -2.6178 -0.2823
H -3.2106 2.5061 -3.3366
C -2.9033 -2.5552 -1.0886
H 1.4819 0.0335 1.0631
H 3.5367 1.1241 4.8744
H 2.0184 -1.0071 2.9069
C 4.7446 0.9468 2.0463
C 2.7842 0.3973 4.5285
H 5.7713 2.4077 0.5829
H 3.0245 -0.1752 5.5429
*
```

Calculated values
- frontier orbital gap (eV) = 8.2
- SMILES = Cc1c[nH]c2ccccc12.CCc1ccccc1
- HOMO energy (eV) = -7.53
- E_LUMO (Eh) = 0.02409

Here are the Löwdin charges for atoms 1 to 5, given in e: atom 1 (C): -0.130, atom 2 (C): -0.248, atom 3 (C): -0.210, atom 4 (C): -0.281, atom 5 (H): 0.086

***

d | The following is a DFT calculation (the ωB97M-V functional and the def2-TZVPD basis) of a 2-piece molecular cluster, C17H19N overall.

The geometry in ORCA input format:
```
! RIJCOSX wB97M-V def2-TZVPD def2/J DEFGRID3
* xyz 0 1
H 1.1981 -3.2619 1.5934
C -0.2889 -2.0983 3.5467
H -1.2785 -1.2748 5.2624
C -0.9131 -1.3636 0.0766
C -1.6355 -0.6826 -1.0512
H 3.2959 1.9364 0.9009
C -0.3956 2.0384 -3.7225
H 0.8836 0.9601 0.6838
C -0.5871 2.7189 -2.5014
C 1.0748 1.3806 -1.4119
C -1.3110 -1.3018 1.4721
C 1.4582 0.8693 -2.6290
H 0.8311 0.4684 -4.5940
H -2.7114 -0.8967 -0.9959
C 3.1163 1.2518 0.0664
N 0.4908 -2.6491 1.2520
H 0.5014 -2.8196 -0.8805
H -0.9229 2.3387 -4.6114
H 1.5121 -0.2047 -0.2623
C -0.3607 -2.0530 2.1433
H -1.6530 0.3829 -0.8148
C -1.2616 -1.3367 4.1809
C -2.2905 -0.5442 2.1101
H -2.9470 -0.0141 4.1063
H -1.2464 -0.9762 -2.0184
H 3.4420 1.7815 -0.8285
H -0.1064 2.6545 -0.3099
H -1.4350 3.3892 -2.3916
H 3.8377 0.4493 0.2452
C -2.2670 -0.5953 3.4998
C 0.6336 1.0988 -3.7319
H -3.0456 0.0134 1.5788
H 0.3190 -2.7317 4.1743
C 0.0083 2.3000 -1.3251
C 0.0548 -2.3169 -0.0392
C 1.6724 0.8630 -0.0681
H 2.3270 0.2260 -2.7051
*
```

Calculated values
- frontier orbital gap (eV) = 8.6
- SMILES = Cc1c[nH]c2ccccc12.CCc1ccccc1
- HOMO energy (eV) = -7.82
- E_LUMO (Eh) = 0.03021

Here are the Löwdin charges for atoms 1 to 5, given in e: atom 1 (H): 0.142, atom 2 (C): -0.011, atom 3 (H): 0.093, atom 4 (C): -0.239, atom 5 (C): -0.035

***

Most stable structure: d

***

a | The following is a DFT calculation (the ωB97M-V functional and the def2-TZVPD basis) of a 8-piece molecular cluster, C20H50Cl7N2O10 overall.

The geometry in ORCA input format:
```
! RIJCOSX wB97M-V def2-TZVPD def2/J DEFGRID3
* xyz -1 1
H 2.2705 -27.8873 -4.4946
H 16.8186 -28.9008 -3.6423
Cl 14.4026 -20.7963 -4.5511
O 10.9555 -25.5468 0.6190
C 17.0007 -27.0646 -4.8051
C 3.1109 -28.4262 -4.9387
H 11.1878 -24.2067 2.1473
C 6.4037 -27.9533 -3.3039
H 16.2519 -25.1023 0.1893
O 12.4809 -24.6493 -3.4139
H 22.7958 -24.0600 -4.0856
H 3.4501 -27.9368 -5.8535
Cl 16.2555 -23.1899 -6.4632
H 11.4290 -25.7885 -0.1860
C 9.7348 -28.9669 -0.5179
H 15.2677 -28.6808 -1.5231
H 16.5303 -26.6766 -5.7103
H 19.5218 -25.3408 0.9339
H 10.2309 -28.4055 0.2987
C 15.2345 -22.3278 -4.0845
H 20.3226 -23.8754 -1.5627
O 8.4650 -28.4602 -0.8159
O 11.9612 -26.5550 -2.1594
C 21.4428 -25.0813 -2.7184
H 20.7425 -21.1460 -4.5335
H 16.2607 -22.0913 -3.8248
H 16.7761 -26.3018 -4.0615
H 12.6247 -29.1474 -3.1272
Cl 11.4040 -30.5686 -6.3120
H 13.7279 -29.4865 -1.1926
O 21.1199 -22.9419 -3.7284
C 11.5286 -24.3441 1.1275
C 12.3481 -29.5414 -5.2103
H 20.8473 -25.6257 -3.4551
Cl 12.9584 -25.9401 -2.9766
H 22.6914 -23.3841 -2.4648
H 9.1395 -26.4469 -0.6604
H 22.3140 -21.2663 -3.5953
C 16.4491 -28.4505 -4.5649
O 13.2113 -26.7810 -4.1330
Cl 11.8573 -31.4308 -3.2364
H 10.9181 -29.3757 -3.6900
N 7.3425 -26.8541 -3.4480
H 5.5761 -27.5442 -5.1603
H 22.2134 -21.9801 -5.1765
H 16.3165 -23.5655 -0.4987
H 11.3364 -23.4567 0.5187
H 9.1511 -25.9903 -2.8782
H 19.0542 -25.9392 -1.9882
H 9.2170 -27.6962 -3.0560
O 14.1999 -25.7863 -2.2553
O 4.1593 -28.5607 -3.9961
H 12.2426 -28.5046 -5.5304
C 15.0826 -23.4040 -5.1292
H 4.7966 -26.5818 -3.9476
C 18.9055 -25.4605 0.0384
H 15.2789 -24.3537 -4.6277
H 10.4673 -28.8398 -1.3225
O 14.3744 -28.2544 0.3149
H 18.1601 -26.2425 0.1991
C 22.0969 -23.8426 -3.2671
C 19.7633 -25.7717 -1.1585
H 13.3957 -29.7213 -5.4645
C 11.9513 -29.7067 -3.7664
H 7.4580 -26.7709 -0.7699
Cl 16.6283 -29.4819 -5.9680
C 16.8215 -24.5349 -0.5562
C 14.6684 -29.1617 -0.7461
H 2.7860 -29.4382 -5.1834
H 12.6152 -24.4757 1.0843
H 22.2569 -25.7611 -2.4391
H 16.7588 -24.9724 -1.5502
H 6.8113 -28.9165 -3.6424
H 20.2453 -26.7413 -0.9872
H 7.4955 -26.7544 -4.4457
H 6.1464 -28.0224 -2.2430
H 13.7986 -27.5644 -0.0342
H 14.6960 -22.6306 -3.1877
C 8.5701 -26.8904 -2.6733
O 18.1452 -24.2508 -0.1375
H 15.2195 -29.9768 -0.2893
H 14.0594 -23.4925 -5.4825
C 5.1660 -27.5961 -4.1340
H 9.6394 -29.9572 -0.0814
Cl 18.7800 -26.9834 -4.9765
C 8.4235 -27.0956 -1.1729
C 21.6099 -21.7460 -4.2874
H 15.3870 -28.3270 -4.3283
N 20.7788 -24.7772 -1.4335
*
```

Calculated values
- frontier orbital gap (eV) = 8.9
- HOMO energy (eV) = -6.55
- E_LUMO (Eh) = 0.08574

Here are the Löwdin charges for atoms 1 to 5, given in e: atom 1 (H): 0.082, atom 2 (H): 0.072, atom 3 (Cl): 0.508, atom 4 (O): -0.143, atom 5 (C): -0.655

***

b | The following is a DFT calculation (the ωB97M-V functional and the def2-TZVPD basis) of a 8-piece molecular cluster, C20H50Cl7N2O10 overall.

The geometry in ORCA input format:
```
! RIJCOSX wB97M-V def2-TZVPD def2/J DEFGRID3
* xyz -1 1
H -1.4425 4.4682 1.7606
H -4.9198 -1.5545 -1.9294
N -3.7012 -4.7438 -1.6658
H 1.0552 5.3652 0.2140
H 5.3143 2.2173 -1.8330
C -1.2361 -5.0388 -1.3773
C -1.2512 3.8939 0.8541
Cl 2.2898 -1.4237 2.5252
H -3.0635 -2.5152 2.9593
C 0.0366 5.7516 0.2500
O -6.1274 -3.0089 -2.4432
O 1.8398 -1.3091 1.1419
Cl 8.3788 -1.5941 6.4637
C 1.1394 -5.5981 -1.4980
H 6.2804 -3.4720 -0.6693
H 4.5036 2.7975 -0.3554
H -2.0382 9.3181 -1.3505
H 6.2447 2.3483 -0.3286
Cl -0.6683 -0.0133 -5.0003
C -3.7099 -3.3226 3.3031
H -2.5921 2.9308 -0.3934
O 1.2471 -1.1906 3.4488
O -3.5523 4.1803 0.7884
Cl 5.7630 -2.9167 8.0524
H -5.4647 4.5462 0.9829
Cl 0.9399 2.4640 -6.1490
H -6.9661 -2.9973 -4.2532
H -5.4442 -2.1172 -4.1990
H -2.5110 -3.4719 5.0885
C 5.4392 2.7910 -0.9146
H -4.9707 2.8734 1.4446
H -2.0587 -4.5073 3.7485
H 6.5755 -0.2323 5.7221
C -4.9682 -2.6238 -1.7235
H 6.1041 -1.5002 0.5357
O -0.2437 -5.9634 -1.9270
H -2.6340 -6.5456 -1.8548
C 5.8220 -1.3049 7.3678
C 0.2452 1.0253 -3.9102
H 6.4199 -1.9665 5.3102
Cl -3.7904 -5.4793 4.9225
C -1.2455 8.6578 -1.7023
H 6.1477 -0.6076 8.1397
H -5.1440 -2.6094 -0.6479
H 0.9132 7.6441 -0.3269
H -0.9552 -3.9973 -1.5336
H 6.1731 -1.9811 -1.7490
H 4.8608 -1.0215 6.9388
C 0.1538 6.9599 -0.7055
H -3.8725 -3.9490 2.4260
H -5.4278 -3.9125 -4.1101
C -3.6520 -3.3504 -2.0636
H -0.1836 6.0964 1.2603
C -2.5461 3.1955 0.6630
H 1.2481 0.6211 -3.7725
H 0.8335 3.1041 -3.8234
H -4.5165 -5.2728 -1.9407
Cl -5.2428 -2.6387 3.8599
H -5.1651 3.3819 -0.2867
H -3.4118 -3.1548 -3.1087
C 0.2264 2.4800 -4.4792
O 5.5683 4.1884 -1.2059
H -0.7789 2.8966 -4.4162
H -1.7421 5.3877 -0.4912
C -2.4913 -5.4979 -2.1194
H -0.4125 3.2269 1.0536
O 2.9609 -2.6720 2.8070
H -2.6130 2.2978 1.2775
H -1.6196 8.3844 -2.6889
H -1.3447 -5.1588 -0.2993
O -1.1465 7.5737 -0.7649
O 3.3231 -0.4496 2.6807
H 7.6616 -2.6780 -1.4752
H -2.4673 -5.4249 -3.2067
H 0.4038 6.6291 -1.7136
N -0.9587 4.7932 -0.2612
H -0.3631 9.2970 -1.7307
H 1.0609 -5.4132 -0.4267
C 6.7113 -2.5160 -0.9664
H -0.2465 0.9933 -2.9379
C -2.9100 -4.0639 4.2648
C -5.9611 -3.0036 -3.8314
O 6.9626 -1.6924 0.1515
C -4.8616 3.6779 0.7174
H -2.7791 -2.9502 -1.5479
H 1.4973 -4.7533 -2.0866
H 1.8978 -6.3599 -1.6785
H 6.5067 4.3338 -1.3470
C 6.6641 -1.2522 6.0964
*
```

Calculated values
- frontier orbital gap (eV) = 8.2
- HOMO energy (eV) = -6.20
- E_LUMO (Eh) = 0.07322

Here are the Löwdin charges for atoms 1 to 5, given in e: atom 1 (H): 0.114, atom 2 (H): 0.113, atom 3 (N): -0.069, atom 4 (H): 0.117, atom 5 (H): 0.069

***

Most stable structure: a

***

a | The following is a DFT calculation (the ωB97M-V functional and the def2-TZVPD basis) of C7H8N2O4SV as an isolated structure.

The geometry in ORCA input format:
```
! RIJCOSX wB97M-V def2-TZVPD def2/J DEFGRID3
* xyz 2 4
S 0.8059 -1.1643 2.2473
N 2.3204 -2.8360 0.7575
H 3.4137 -4.2907 -0.2332
O 2.6798 1.7353 1.0075
H 1.6989 -4.3382 -0.5536
C 1.6074 1.2698 0.9133
C -0.8461 1.6985 -0.5103
H 2.7164 -3.1145 -1.2832
H 0.2611 -5.3734 2.6094
C 0.5919 -5.0347 1.6050
C 1.1592 -2.6108 1.3996
H 1.7062 -5.1593 1.5384
O 0.7558 -2.0500 -3.0283
C -1.8118 -0.4812 1.1558
C 2.5567 -3.7179 -0.4157
V -0.1619 0.4672 0.7708
H -0.6674 -3.3812 1.8387
O -1.2861 2.5213 -1.2295
N 0.1961 -3.6203 1.3574
H 0.1107 -5.6824 0.8411
C 0.5834 -1.4534 -2.1633
O -2.7891 -1.0723 1.3947
H 2.9173 -1.9859 0.8031
*
```

Calculated values
- frontier orbital gap (alpha / beta) (eV) = 7.5 / 7.0
- expectation value of S² = 3.771
- HOMO energy (alpha / beta) (eV) = -17.21 / -17.30
- E_LUMO (alpha / beta) (Eh) = -0.35825 / -0.37813

Here are the Löwdin charges for atoms 1 to 5, given in e: atom 1 (S): 0.794, atom 2 (N): 0.015, atom 3 (H): 0.092, atom 4 (O): 0.210, atom 5 (H): 0.081

***

b | The following is a DFT calculation (the ωB97M-V functional and the def2-TZVPD basis) of C7H8N2O4SV as an isolated structure.

The geometry in ORCA input format:
```
! RIJCOSX wB97M-V def2-TZVPD def2/J DEFGRID3
* xyz 2 4
H 0.2859 -1.3310 3.6344
C -0.6695 -1.3787 -3.3762
H 0.9173 2.0439 4.4333
H 0.6344 -0.2063 4.9214
C -0.4996 -0.0055 -3.6740
C -0.3324 -1.8643 -0.3445
O -0.3743 -2.7778 0.3787
S 0.2287 0.2703 1.3789
C -1.9548 0.1055 -0.6278
H -1.3628 0.6544 -3.8106
C 0.0941 1.5824 -1.0915
H -1.6685 -1.8158 -3.2750
O 2.7792 -0.5163 -0.7946
H 0.1470 -2.0939 -3.5210
H 0.4527 0.3764 -4.0567
C 1.6652 -0.4488 -1.1191
O 0.3027 2.6932 -0.8072
V -0.2376 -0.2813 -1.4325
O -2.9149 0.3556 -0.0215
H 0.7784 2.5907 2.7820
N 0.7532 1.8397 3.4562
C 0.5018 0.5948 3.0250
N 0.4738 -0.3873 3.9423
*
```

Calculated values
- frontier orbital gap (alpha / beta) (eV) = 6.7 / 3.9
- expectation value of S² = 3.777
- HOMO energy (alpha / beta) (eV) = -16.63 / -15.98
- E_LUMO (alpha / beta) (Eh) = -0.36593 / -0.44228

Here are the Löwdin charges for atoms 1 to 5, given in e: atom 1 (H): 0.136, atom 2 (C): -0.077, atom 3 (H): 0.158, atom 4 (H): 0.154, atom 5 (C): -0.077

***

Most stable structure: a